No. 1
Formula: C5H6LiMgO4Rb
Source: the Open Molecules 2025 dataset
Level of theory: ωB97M-V with the def2-TZVPD basis set

Structure (ORCA input):
```
! wB97M-V def2-TZVPD RIJCOSX def2/J DEFGRID3
* xyz 2 1
O 2.29 -0.67 -0.83
C 1.95 0.05 0.14
O 2.48 1.23 0.09
Mg 1.63 2.20 -1.42
Li 2.43 1.85 2.02
O -0.19 1.51 -1.38
Rb 1.23 -2.63 -3.25
C -0.49 0.38 -0.91
O -1.79 0.18 -0.89
C -2.36 -1.04 -0.44
H -3.28 -0.79 0.09
H -2.65 -1.64 -1.32
H -1.69 -1.67 0.16
C 0.58 -0.15 0.73
C 0.18 0.71 1.87
H 0.47 -1.18 1.09
H -0.28 0.14 2.68
H -0.49 1.53 1.58
*
```

The calculation puts the HOMO energy (alpha / beta) at -0.5002 / -0.5002 hartree. The HOMO-LUMO gap (alpha / beta) comes out at 4.65 / 4.65 eV.

---

No. 2
Formula: C4H4O
Source: the Open Molecules 2025 dataset
Level of theory: ωB97M-V with the def2-TZVPD basis set

Structure (ORCA input):
```
! wB97M-V def2-TZVPD RIJCOSX def2/J DEFGRID3
* xyz 0 3
C -0.07 0.86 0.69
C -0.59 -0.50 0.46
C 0.98 1.18 -0.03
C -0.29 -1.14 -0.69
O 1.93 1.67 -0.48
H -0.63 1.68 0.97
H -1.15 -0.95 1.24
H -0.49 -2.26 -0.83
H 0.32 -0.53 -1.33
*
```

Its expectation value of S² is 2.02. The calculation puts the HOMO energy (alpha / beta) at -0.2009 / -0.3994 hartree. The HOMO-LUMO gap (alpha / beta) comes out at 6.56 / 8.74 eV.

---

In kcal per mole, the relative energy (zero: lowest compared OMol25 entry of this formula, charge and spin) values for the records above are, in order, 98.46, 10.70.
In Eh, the E_tot values for the records above are, in order, -726.2204, -229.8616.